# 1
Below is a molecular structure, C26H38BrNOP2Sn in a non-equilibrium geometry, with properties calculated with ωB97M-V/def2-TZVPD.

Each line ends with the Löwdin charge.
Geometry (Å):
C: -0.638 7.419 -3.019  0.064
C: -0.815 6.050 -3.273  -0.193
C: -1.124 5.659 -4.585  0.056
C: -1.242 6.648 -5.580  0.006
N: -1.071 7.944 -5.323  0.317
C: -0.777 8.332 -4.083  0.012
C: -0.686 5.089 -2.232  0.117
C: -0.570 4.231 -1.302  0.095
C: -0.442 3.284 -0.277  -0.197
C: 0.619 3.363 0.648  0.034
C: 0.757 2.433 1.669  -0.090
C: -0.203 1.436 1.747  -0.388
C: -1.263 1.289 0.859  -0.124
C: -1.374 2.231 -0.148  0.016
Sn: -0.045 0.010 3.248  1.284
P: 1.965 -0.942 2.225  0.855
H: -1.273 4.610 -4.840  0.146
H: -0.396 7.782 -2.020  0.151
H: -1.481 6.364 -6.604  0.163
H: -0.643 9.398 -3.906  0.166
H: -2.198 2.158 -0.858  0.139
H: 1.345 4.172 0.560  0.149
H: -1.983 0.483 0.953  0.095
H: 1.579 2.505 2.373  0.116
C: 2.196 -2.566 3.022  -0.496
C: 3.171 -3.543 2.381  -0.098
H: 1.191 -3.030 3.083  0.018
H: 2.470 -2.344 4.073  0.045
H: 3.410 -4.351 3.088  0.109
H: 2.738 -4.014 1.490  0.079
H: 4.113 -3.065 2.097  0.070
C: 1.782 -1.177 0.424  -0.348
C: 2.856 -0.550 -0.479  -0.090
H: 0.792 -0.788 0.138  0.065
H: 1.727 -2.265 0.277  0.077
H: 2.601 -0.728 -1.534  0.098
H: 2.922 0.536 -0.341  0.079
H: 3.855 -0.977 -0.310  0.085
C: 3.376 0.154 2.558  -0.362
C: 4.770 -0.496 2.530  -0.092
H: 3.201 0.592 3.553  0.096
H: 3.316 0.979 1.831  0.081
H: 5.541 0.275 2.678  0.109
H: 4.885 -1.225 3.339  0.090
H: 4.991 -0.996 1.578  0.074
Br: 0.240 -2.034 5.139  0.748
P: -2.670 -3.579 -1.050  1.276
C: -0.804 -3.637 -0.928  -0.380
C: -0.205 -5.046 -1.076  -0.126
H: -0.499 -3.176 0.024  0.063
H: -0.427 -2.994 -1.735  0.087
H: 0.860 -4.986 -1.340  0.088
H: -0.283 -5.623 -0.149  0.085
H: -0.715 -5.608 -1.864  0.084
C: -3.155 -3.258 0.724  -0.372
C: -4.573 -3.737 1.093  -0.119
H: -3.087 -2.171 0.853  0.067
H: -2.410 -3.718 1.386  0.084
H: -4.650 -3.907 2.173  0.091
H: -5.324 -2.989 0.820  0.086
H: -4.828 -4.673 0.591  0.082
C: -2.881 -1.835 -1.699  -0.375
C: -3.144 -1.769 -3.212  -0.127
H: -1.991 -1.246 -1.431  0.078
H: -3.732 -1.408 -1.150  0.087
H: -3.622 -0.818 -3.477  0.088
H: -2.216 -1.840 -3.786  0.082
H: -3.804 -2.580 -3.533  0.083
O: -0.018 0.144 6.524  0.113
C: -0.011 0.114 5.395  -0.554

Computed properties:
Lowest unoccupied orbital energy (spin up / spin down)   -13.95 / -13.94 eV
Highest occupied orbital energy (spin up / spin down)   -19.1 / -19.1 eV
Energy relative to the best compared isomer or geometry (same formula, charge and spin)   308.6 kJ/mol
Net charge   +4
Kohn-Sham gap (spin up / spin down)   0.1900 / 0.1882 Ha



# 2
Below is a molecular structure, C29H61N3O22S4 in a non-equilibrium geometry, with properties calculated with ωB97M-V/def2-TZVPD.

Each line ends with the Löwdin charge.
Geometry (Å):
C: -0.491 2.190 -1.945  0.041
C: -0.095 2.521 -3.375  -0.519
O: 1.060 2.909 -3.576  0.009
N: -0.974 2.440 -4.388  0.036
C: -2.397 2.190 -4.205  -0.063
H: -0.148 1.149 -1.882  0.078
H: -1.563 2.192 -1.764  0.040
H: 0.027 2.744 -1.169  0.081
H: -0.690 2.839 -5.266  0.141
H: -2.598 1.153 -3.918  0.087
H: -2.968 2.340 -5.117  0.093
H: -2.826 2.788 -3.400  0.046
C: -3.775 -1.588 2.785  0.005
C: -2.994 -2.451 3.750  -0.542
O: -3.540 -3.019 4.678  0.046
N: -1.635 -2.435 3.591  0.017
C: -0.749 -2.851 4.658  -0.076
H: -4.791 -1.466 3.157  0.082
H: -3.835 -2.046 1.797  0.061
H: -3.371 -0.576 2.720  0.079
H: -1.273 -2.068 2.727  0.103
H: 0.168 -2.270 4.623  0.066
H: -0.547 -3.925 4.566  0.086
H: -1.216 -2.820 5.641  0.084
C: 2.603 -3.483 2.496  0.011
C: 3.907 -3.333 3.275  -0.540
O: 4.880 -4.023 3.050  0.049
N: 3.936 -2.306 4.175  0.000
C: 5.104 -2.116 5.000  -0.083
H: 2.324 -4.537 2.498  0.083
H: 2.695 -3.097 1.489  0.079
H: 1.831 -3.087 3.161  0.044
H: 3.121 -1.728 4.242  0.119
H: 6.054 -2.253 4.497  0.085
H: 5.018 -2.729 5.901  0.085
H: 5.102 -1.094 5.391  0.079
C: -5.335 -3.127 -1.170  -0.140
C: -4.074 -2.290 -1.122  -0.227
O: -3.581 -2.031 -2.411  -0.194
S: -3.996 -3.260 -3.392  0.649
O: -2.899 -4.150 -3.587  -0.223
O: -4.644 -2.708 -4.524  -0.221
O: -5.089 -3.911 -2.342  -0.200
H: -6.204 -2.504 -1.391  0.136
H: -5.394 -3.767 -0.296  0.137
H: -3.285 -2.899 -0.650  0.129
H: -4.060 -1.378 -0.527  0.110
C: 3.362 5.270 0.762  -0.147
C: 2.763 5.005 -0.627  -0.146
O: 2.794 3.598 -0.812  -0.219
S: 3.153 2.770 0.558  0.635
O: 4.074 1.697 0.409  -0.192
O: 1.912 2.504 1.195  -0.229
O: 3.874 4.031 1.233  -0.187
H: 2.576 5.541 1.474  0.121
H: 4.187 5.975 0.747  0.133
H: 3.394 5.479 -1.380  0.133
H: 1.705 5.250 -0.734  0.132
C: -1.381 5.782 4.260  -0.138
C: 0.153 5.719 4.029  -0.193
O: 0.487 4.408 3.626  -0.184
S: -0.741 3.894 2.684  0.631
O: -0.943 2.481 2.836  -0.214
O: -0.489 4.454 1.396  -0.234
O: -1.875 4.676 3.507  -0.187
H: -1.679 6.727 3.816  0.129
H: -1.677 5.639 5.295  0.133
H: 0.796 6.081 4.824  0.137
H: 0.281 6.413 3.189  0.117
C: 3.872 1.029 -2.985  -0.178
C: 2.936 0.281 -3.931  -0.198
O: 3.715 -0.792 -4.434  -0.171
S: 4.517 -1.411 -3.131  0.684
O: 5.766 -1.959 -3.563  -0.222
O: 3.713 -2.278 -2.312  -0.232
O: 4.721 0.046 -2.425  -0.180
H: 3.282 1.502 -2.203  0.097
H: 4.481 1.764 -3.514  0.140
H: 2.502 0.891 -4.717  0.129
H: 2.077 -0.028 -3.324  0.116
C: -3.851 3.970 -1.163  -0.164
C: -3.622 2.787 -0.285  -0.187
C: -4.346 1.614 -0.957  -0.169
O: -5.501 2.296 -1.464  -0.138
C: -5.245 3.652 -1.815  -0.174
H: -3.136 4.094 -1.984  0.085
H: -3.834 4.964 -0.714  0.109
H: -4.097 2.944 0.686  0.123
H: -2.575 2.550 -0.074  0.092
H: -4.633 0.950 -0.147  0.115
H: -3.730 1.175 -1.744  0.104
H: -5.996 4.409 -1.593  0.114
H: -5.125 3.685 -2.902  0.103
C: 2.990 -5.392 -1.712  -0.166
C: 2.145 -5.102 -2.948  -0.150
C: 1.109 -4.135 -2.349  -0.188
O: 1.129 -4.343 -0.918  -0.198
C: 1.927 -5.530 -0.650  -0.178
H: 3.603 -4.551 -1.397  0.103
H: 3.631 -6.262 -1.868  0.117
H: 1.693 -6.020 -3.322  0.111
H: 2.710 -4.648 -3.761  0.107
H: 0.060 -4.366 -2.557  0.116
H: 1.366 -3.108 -2.609  0.094
H: 1.196 -6.347 -0.690  0.121
H: 2.299 -5.562 0.373  0.100
C: 1.059 -0.647 1.170  -0.138
C: 1.171 -1.229 -0.240  -0.138
C: -0.282 -1.463 -0.671  -0.164
O: -1.144 -0.827 0.306  -0.161
C: -0.329 -0.012 1.152  -0.217
H: 1.844 0.094 1.281  0.088
H: 1.059 -1.396 1.962  0.080
H: 1.791 -2.114 -0.349  0.083
H: 1.555 -0.384 -0.821  0.100
H: -0.487 -2.532 -0.682  0.108
H: -0.479 -0.892 -1.578  0.101
H: -0.744 0.129 2.149  0.097
H: -0.282 0.982 0.687  0.091

Computed properties:
Lowest unoccupied orbital energy   -0.17 eV
Highest occupied orbital energy   -9.1 eV
Energy relative to the best compared isomer or geometry (same formula, charge and spin)   102.3 kJ/mol
Net charge   0
Kohn-Sham gap   0.3290 Ha



# 3
Below is a molecular structure, C4H2AgMgO2 in a non-equilibrium geometry, with properties calculated with ωB97M-V/def2-TZVPD.

Each line ends with the Löwdin charge.
Geometry (Å):
C: -1.265 -0.555 -0.419  -0.190
C: -0.058 -0.792 0.019  -0.172
O: -2.276 -0.192 -0.925  -0.013
Ag: -3.654 1.652 -2.298  0.161
H: 0.216 -1.777 0.417  0.029
C: 0.936 0.374 -0.329  -0.151
C: 1.436 1.221 0.629  -0.149
O: 1.837 0.714 1.800  -0.395
Mg: 1.577 -1.066 2.479  0.798
H: 1.251 0.419 -1.374  0.082

Computed properties:
Lowest unoccupied orbital energy (spin up / spin down)   -2.12 / -2.13 eV
Highest occupied orbital energy (spin up / spin down)   -6.4 / -6.9 eV
Net charge   0
Multiplicity   2
Expectation value of S²   0.750
Kohn-Sham gap (spin up / spin down)   0.1568 / 0.1754 Ha



# 4
Below is 13 unconnected molecules or ions with the total composition C51H82N7O11S5 in a non-equilibrium geometry, with properties calculated with ωB97M-V/def2-TZVPD.

Each line ends with the Löwdin charge.
Geometry (Å):
C: 0.970 -0.728 -0.126  -0.043
C: 0.083 0.507 -0.025  -0.601
C: -1.321 0.052 -0.295  -0.076
O: 0.359 1.272 1.122  -0.325
H: 2.038 -0.537 -0.021  0.058
H: 0.852 -1.312 -1.039  0.069
H: 0.823 -1.408 0.713  0.051
H: 0.314 1.071 -0.929  0.096
H: -1.332 -0.156 -1.364  0.066
H: -2.066 0.779 0.030  0.056
H: -1.600 -0.803 0.321  0.061
C: -2.280 -2.747 -2.763  -0.184
C: -3.651 -3.194 -2.181  -0.233
C: -4.153 -4.522 -2.846  -0.174
S: -3.648 -4.221 -4.629  0.731
O: -4.721 -3.463 -5.313  -0.358
O: -3.200 -5.510 -5.162  -0.355
C: -2.151 -3.200 -4.275  -0.184
H: -1.488 -3.139 -2.126  0.101
H: -2.158 -1.665 -2.706  0.076
H: -4.435 -2.492 -2.464  0.082
H: -3.606 -3.212 -1.092  0.079
H: -5.197 -4.811 -2.721  0.101
H: -3.509 -5.359 -2.576  0.093
H: -2.078 -2.405 -5.017  0.097
H: -1.383 -3.967 -4.367  0.081
C: -2.972 -2.949 3.091  -0.229
C: -3.776 -3.960 2.312  -0.230
C: -3.091 -5.351 2.382  -0.162
S: -1.392 -4.877 1.898  0.690
O: -1.100 -4.894 0.454  -0.325
O: -0.483 -5.532 2.788  -0.337
C: -1.495 -3.169 2.644  -0.191
H: -3.074 -3.019 4.174  0.116
H: -3.402 -1.957 2.958  0.074
H: -3.957 -3.518 1.332  0.097
H: -4.684 -3.911 2.912  0.109
H: -3.422 -6.177 1.752  0.111
H: -2.899 -5.686 3.401  0.105
H: -1.140 -2.539 1.828  0.068
H: -0.766 -3.121 3.453  0.081
C: -4.866 -0.173 0.304  -0.229
C: -5.571 -0.330 1.631  -0.254
C: -6.474 -1.530 1.603  -0.177
S: -6.693 -1.990 -0.207  0.704
O: -8.088 -1.968 -0.564  -0.316
O: -6.042 -3.268 -0.383  -0.314
C: -5.880 -0.476 -0.805  -0.190
H: -4.075 -0.918 0.394  0.098
H: -4.368 0.777 0.108  0.107
H: -6.073 0.564 2.002  0.120
H: -4.829 -0.516 2.408  0.064
H: -7.472 -1.333 1.994  0.105
H: -6.095 -2.409 2.124  0.077
H: -6.576 0.363 -0.800  0.115
H: -5.523 -0.543 -1.833  0.106
C: 3.531 -1.179 -5.444  -0.221
C: 3.039 -1.085 -4.031  -0.190
C: 1.810 -2.058 -3.762  -0.201
S: 1.566 -3.084 -5.217  0.623
O: 0.486 -2.551 -5.979  -0.310
O: 1.600 -4.446 -4.870  -0.301
C: 3.226 -2.610 -5.877  -0.206
H: 4.599 -0.967 -5.488  0.120
H: 3.042 -0.514 -6.156  0.118
H: 2.676 -0.069 -3.878  0.077
H: 3.900 -1.309 -3.401  0.098
H: 0.839 -1.624 -3.525  0.081
H: 2.137 -2.717 -2.958  0.096
H: 3.215 -2.837 -6.943  0.104
H: 3.848 -3.356 -5.382  0.103
C: 4.848 -2.750 1.372  -0.247
C: 4.875 -1.233 1.396  -0.229
C: 5.148 -0.800 -0.042  -0.220
S: 6.383 -2.000 -0.699  0.725
O: 7.706 -1.403 -0.587  -0.335
O: 5.841 -2.586 -1.920  -0.355
C: 6.092 -3.245 0.677  -0.186
H: 3.901 -3.095 0.958  0.116
H: 4.732 -3.125 2.389  0.112
H: 5.726 -0.928 2.005  0.123
H: 4.012 -0.762 1.866  0.079
H: 5.282 0.236 -0.352  0.102
H: 4.239 -0.981 -0.614  0.072
H: 6.932 -3.181 1.369  0.103
H: 6.045 -4.217 0.187  0.102
N: -1.208 3.135 -2.252  0.030
C: -1.084 4.478 -2.573  -0.140
C: -1.720 4.690 -3.752  -0.123
C: -2.162 3.421 -4.242  -0.086
C: -1.816 2.494 -3.265  -0.153
H: -0.915 2.686 -1.396  0.117
H: -0.651 5.120 -1.821  0.113
H: -1.842 5.647 -4.238  0.103
H: -2.659 3.310 -5.194  0.096
H: -1.973 1.426 -3.231  0.101
N: -1.802 0.840 3.089  0.135
C: -1.763 0.009 4.207  0.000
C: -2.958 0.114 4.895  -0.041
C: -3.814 1.027 4.259  0.018
C: -3.070 1.398 3.076  0.018
H: -0.961 1.147 2.623  0.093
H: -0.894 -0.630 4.270  0.133
H: -3.168 -0.322 5.860  0.125
H: -4.747 1.432 4.622  0.125
H: -3.307 2.000 2.212  0.128
N: 1.877 -0.266 3.463  0.029
C: 1.890 -1.659 3.461  -0.174
C: 2.427 -2.123 4.620  -0.130
C: 2.695 -1.037 5.471  -0.075
C: 2.323 0.106 4.710  -0.125
H: 1.725 0.353 2.680  0.087
H: 1.543 -2.140 2.558  0.090
H: 2.689 -3.137 4.886  0.102
H: 3.069 -1.139 6.479  0.092
H: 2.351 1.147 4.996  0.089
N: 1.250 3.621 -4.289  0.012
C: 1.928 2.579 -3.872  -0.179
C: 3.299 2.759 -4.167  -0.103
C: 3.354 3.988 -4.841  -0.115
C: 2.070 4.488 -4.911  -0.130
H: 0.261 3.744 -4.124  0.081
H: 1.326 1.826 -3.386  0.096
H: 4.121 2.101 -3.929  0.090
H: 4.238 4.397 -5.308  0.092
H: 1.659 5.418 -5.274  0.109
N: 3.085 2.415 0.332  0.026
C: 4.009 2.305 1.371  -0.144
C: 4.919 3.342 1.202  -0.101
C: 4.498 4.083 0.055  -0.116
C: 3.462 3.420 -0.550  -0.127
H: 2.254 1.843 0.275  0.085
H: 3.844 1.482 2.051  0.088
H: 5.712 3.608 1.884  0.091
H: 4.897 5.038 -0.255  0.093
H: 2.814 3.617 -1.391  0.099
N: 1.043 3.025 3.896  0.022
C: 2.052 3.930 3.962  -0.117
C: 2.039 4.565 5.204  -0.076
C: 0.945 4.030 5.889  -0.101
C: 0.389 3.062 5.074  -0.168
H: 0.776 2.429 3.126  0.090
H: 2.780 4.073 3.177  0.101
H: 2.747 5.307 5.543  0.099
H: 0.617 4.198 6.904  0.094
H: -0.448 2.399 5.238  0.089
N: 0.122 4.222 1.209  0.045
C: 0.864 5.340 0.987  -0.159
C: 0.102 6.467 1.020  -0.104
C: -1.189 6.029 1.321  -0.136
C: -1.164 4.691 1.450  -0.159
H: 0.396 3.252 1.255  0.068
H: 1.882 5.279 0.633  0.098
H: 0.439 7.458 0.755  0.099
H: -2.017 6.677 1.568  0.096
H: -1.914 4.020 1.842  0.080

Computed properties:
Lowest unoccupied orbital energy (spin up / spin down)   -1.37 / -5.42 eV
Highest occupied orbital energy (spin up / spin down)   -7.9 / -7.9 eV
Net charge   0
Multiplicity   2
Expectation value of S²   0.762
Kohn-Sham gap (spin up / spin down)   0.2410 / 0.0923 Ha